Below is a molecular structure, C39H37Co2N3O6P, with properties calculated with ωB97M-V/def2-TZVPD.

Each line ends with the Löwdin charge.
Positions of all 88 atoms, in Å:
1 C 0.4790 0.8236 -4.8817  -0.0670
2 N 1.2518 0.9983 -3.6692  -0.1896
3 C 2.6107 1.4743 -3.7710  -0.0584
4 C 0.7276 0.6492 -2.4641  -0.2479
5 C 1.4077 0.9371 -1.2529  -0.0188
6 C 0.8271 0.6015 -0.0432  -0.1284
7 C -0.3853 -0.1263 -0.0098  -0.4290
8 P -1.0284 -0.6825 1.5946  1.0982
9 C -1.9544 -2.2044 1.0746  -0.3853
10 C -1.4170 -3.1432 0.1709  -0.0919
11 C -2.0308 -4.3719 -0.0446  -0.0219
12 C -3.2679 -4.6746 0.5879  -0.2373
13 N -3.9225 -5.8415 0.3117  -0.2063
14 C -5.2509 -6.1194 0.8194  -0.0779
15 C -3.3330 -6.8753 -0.5132  -0.0782
16 C -3.8114 -3.7266 1.5015  -0.0396
17 C -3.1544 -2.5304 1.7498  -0.1057
18 C 0.4520 -1.6742 2.1937  -0.3514
19 C 0.3731 -2.2597 3.4787  -0.1026
20 C 1.3025 -3.1977 3.9053  -0.0333
21 C 2.3673 -3.6002 3.0498  -0.2402
22 N 3.2171 -4.6105 3.4013  -0.2066
23 C 4.2197 -5.1126 2.4854  -0.0796
24 C 3.0616 -5.3542 4.6347  -0.0785
25 C 2.5076 -2.9394 1.8044  -0.0265
26 C 1.5535 -2.0172 1.3877  -0.0986
27 C -1.1028 -0.3198 -1.2012  -0.1174
28 C -0.5508 0.0482 -2.4103  -0.0653
29 H -0.5044 1.3104 -4.7764  0.0872
30 H 1.0382 1.2859 -5.7002  0.0798
31 H 0.3244 -0.2488 -5.0872  0.0887
32 H 3.3050 0.7691 -3.2851  0.0910
33 H 2.8424 1.5709 -4.8362  0.0821
34 H 2.7362 2.4543 -3.2864  0.0620
35 H 2.3861 1.4207 -1.2897  0.0968
36 H 1.3652 0.8459 0.8764  0.1184
37 H -0.4897 -2.9444 -0.3679  0.1082
38 H -1.5660 -5.1096 -0.7055  0.0915
39 H -5.2694 -6.1962 1.9185  0.0869
40 H -5.9618 -5.3323 0.5268  0.0906
41 H -5.5862 -7.0682 0.3821  0.0747
42 H -3.0457 -6.4890 -1.4998  0.0836
43 H -2.4343 -7.3096 -0.0497  0.0914
44 H -4.0786 -7.6675 -0.6372  0.0742
45 H -4.7368 -3.9530 2.0347  0.0897
46 H -3.5525 -1.8232 2.4832  0.0969
47 H -0.4576 -1.9850 4.1288  0.0996
48 H 1.1948 -3.6505 4.8913  0.0889
49 H 3.7823 -5.5607 1.5789  0.0923
50 H 4.9007 -4.3117 2.1692  0.0839
51 H 4.8043 -5.8728 3.0123  0.0740
52 H 3.0416 -4.6834 5.5045  0.0842
53 H 2.1332 -5.9481 4.6499  0.0911
54 H 3.9122 -6.0411 4.7256  0.0751
55 H 3.3467 -3.1840 1.1496  0.0913
56 H 1.6915 -1.5838 0.3982  0.0938
57 H -2.1038 -0.7566 -1.1834  0.1167
58 H -1.1283 -0.0791 -3.3283  0.0980
59 O -3.9933 4.3422 2.2585  0.1124
60 C -3.1078 4.0527 1.5629  -0.1598
61 Co -2.0024 3.4266 0.3596  0.0970
62 C -1.1221 2.7253 1.7004  -0.1810
63 O -0.7074 2.3068 2.6985  0.0735
64 C -1.6475 2.6687 -1.1714  -0.1300
65 O -1.6284 2.4644 -2.3249  0.0808
66 C 0.3153 5.5386 -0.6399  -0.1369
67 C 1.1828 5.3672 -1.7764  -0.1928
68 C 2.4248 4.6949 -1.6157  -0.0507
69 C 3.4170 4.7671 -2.5975  -0.1312
70 C 3.1715 5.4721 -3.7869  -0.1252
71 C 1.8712 5.9239 -4.0736  -0.1073
72 C 0.8855 5.8707 -3.0821  -0.0273
73 C -0.9630 5.3319 -0.2346  -0.3182
74 C -2.2633 4.9244 -0.7248  -0.2382
75 Co -0.0146 6.2563 0.9672  0.0278
76 C 0.8395 7.7843 1.2088  -0.1747
77 O 1.3017 8.7925 1.5329  0.0690
78 C 0.6649 5.2648 2.3304  -0.1371
79 O 1.0748 4.8054 3.3071  0.0799
80 C -1.4682 6.8709 1.7254  -0.1744
81 O -2.3930 7.3313 2.2440  0.1062
82 H 2.5928 4.1486 -0.6820  0.1134
83 H 4.3855 4.2784 -2.4299  0.1018
84 H 3.9701 5.6330 -4.5175  0.0888
85 H 1.6356 6.3123 -5.0776  0.0971
86 H -0.1171 6.2615 -3.2850  0.1120
87 H -3.0705 5.5561 -0.3442  0.0617
88 H -2.2729 4.8180 -1.8195  0.0656

ΔE to the lowest compared entry with this formula, charge and spin ... 149.0 kJ/mol
Charge ... -1
Gap between HOMO and LUMO ... 0.1881 Eh
LUMO energy ... 0.0755 hartree